No. 1
{
  "formula": "C63H54IN2O5P2S3Ti",
  "method": "ωB97M-V with the def2-TZVPD basis set",
  "lumo_energy_ha": [0.076, 0.076],
  "homo_ev": [-4.544, -4.546],
  "fmax_ev_per_a": 0.8,
  "charge": -1,
  "orbital_gap_ev": [6.621, 6.623],
  "elements": ["Ti", "O", "S", "C", "C", "C", "C", "C", "C", "C", "C", "C", "C", "P", "C", "C", "C", "C", "C", "C", "C", "C", "C", "C", "C", "C", "C", "C", "C", "C", "C", "C", "C", "C", "C", "C", "C", "C", "P", "C", "C", "C", "C", "C", "C", "C", "C", "C", "C", "C", "C", "C", "C", "H", "H", "H", "H", "H", "H", "H", "H", "H", "H", "H", "H", "H", "H", "H", "H", "H", "H", "H", "H", "H", "H", "H", "H", "H", "H", "H", "H", "H", "H", "H", "H", "H", "H", "H", "H", "C", "C", "C", "S", "O", "C", "C", "C", "H", "H", "H", "H", "H", "H", "H", "H", "H", "H", "H", "H", "H", "H", "O", "C", "N", "I", "C", "C", "C", "C", "C", "C", "C", "O", "O", "H", "H", "H", "H", "S", "C", "N"],
  "xyz": [[1.19173, -0.86527, 0.62642], [-0.94983, 1.76624, -2.47950], [-1.47663, 0.88227, -1.39137], [-2.84194, -0.04264, -2.18160], [-4.04124, -0.18971, -1.52760], [-5.21763, -0.65305, -2.15776], [-5.18463, -0.88010, -3.49812], [-6.26914, -1.24226, -4.48597], [-5.54334, -1.34615, -5.85497], [-4.09630, -1.03142, -5.55144], [-2.99377, -0.97216, -6.34964], [-1.73752, -0.78485, -5.73541], [-1.56599, -0.59802, -4.38261], [0.05727, -0.92266, -3.58757], [0.17243, -2.71540, -3.99653], [0.05959, -3.59957, -2.92799], [0.10529, -4.97298, -3.12645], [0.27331, -5.48215, -4.40180], [0.37935, -4.61263, -5.48102], [0.32365, -3.24370, -5.28009], [1.20734, -0.13578, -4.77751], [1.04388, 1.22439, -5.05558], [1.93998, 1.88489, -5.88072], [3.01638, 1.20537, -6.43972], [3.19211, -0.13967, -6.16007], [2.29624, -0.80413, -5.33216], [-2.72783, -0.46308, -3.55405], [-3.95334, -0.77397, -4.17426], [-2.58529, 1.94075, -0.45912], [-3.34060, 2.81511, -1.20014], [-4.42355, 3.52772, -0.65306], [-4.76286, 3.27244, 0.64479], [-5.89406, 3.80239, 1.49545], [-5.71359, 3.11566, 2.87599], [-4.45531, 2.29294, 2.73191], [-3.76022, 1.52280, 3.61140], [-2.53938, 0.95558, 3.18026], [-1.99806, 1.07786, 1.91486], [-0.17801, 0.69569, 1.92805], [2.49515, 0.73670, 1.07092], [3.63881, 0.52716, 1.83899], [4.63856, 1.49383, 1.90311], [4.51470, 2.67753, 1.19208], [3.38965, 2.89321, 0.40546], [2.39466, 1.92832, 0.34518], [0.35720, 2.37163, 2.47730], [1.36580, 2.46498, 3.44199], [1.83990, 3.69778, 3.86391], [1.30838, 4.87210, 3.34735], [0.29320, 4.79562, 2.40451], [-0.17339, 3.56099, 1.97517], [-2.80185, 1.76005, 0.94033], [-3.96614, 2.40302, 1.41431], [-4.11795, 0.11317, -0.49168], [-6.12726, -0.74772, -1.57734], [-7.04617, -0.47560, -4.50452], [-6.75674, -2.18002, -4.21474], [-5.95908, -0.64811, -6.58376], [-5.63990, -2.34564, -6.28298], [-3.05092, -1.13136, -7.42004], [-0.85269, -0.84516, -6.35841], [-0.05563, -3.21181, -1.92413], [0.03042, -5.63704, -2.27499], [0.33079, -6.55217, -4.55910], [0.51219, -5.00314, -6.48285], [0.40785, -2.58492, -6.13495], [0.21991, 1.76202, -4.60253], [1.80083, 2.94037, -6.08133], [3.72131, 1.72652, -7.07580], [4.04217, -0.67687, -6.56375], [2.46498, -1.84921, -5.10721], [-3.10368, 2.91184, -2.25346], [-4.99053, 4.21267, -1.27188], [-6.86292, 3.56787, 1.05080], [-5.83950, 4.88952, 1.57816], [-6.56913, 2.48320, 3.12059], [-5.61979, 3.84608, 3.68126], [-4.08040, 1.38225, 4.63757], [-1.94760, 0.44325, 3.92498], [3.74596, -0.38333, 2.41712], [5.51707, 1.31791, 2.51380], [5.29046, 3.43235, 1.25028], [3.27902, 3.81893, -0.14811], [1.51240, 2.11704, -0.26225], [1.78576, 1.55421, 3.84947], [2.63684, 3.73673, 4.59757], [1.68580, 5.83490, 3.67009], [-0.13301, 5.70081, 1.98742], [-0.94507, 3.53749, 1.21601], [-2.24325, -0.50843, 7.18925], [-1.46734, -1.30841, 6.14950], [-0.10703, -0.68823, 5.85993], [0.74677, -1.60550, 4.54330], [1.86505, -0.73922, 4.07197], [1.54977, -2.88781, 5.57729], [2.95977, -2.51992, 6.01331], [3.04312, -1.45455, 7.09860], [-3.22729, -0.94200, 7.37241], [-2.38366, 0.52248, 6.85578], [-1.70603, -0.47445, 8.13940], [-2.04015, -1.37765, 5.22242], [-1.33761, -2.33877, 6.49528], [0.50902, -0.63111, 6.75679], [-0.19399, 0.31723, 5.43822], [1.57645, -3.78196, 4.95308], [0.88414, -3.08386, 6.42350], [3.50544, -2.18331, 5.13108], [3.44678, -3.44150, 6.34288], [2.73303, -0.48427, 6.70994], [4.06871, -1.35081, 7.45642], [2.41392, -1.70255, 7.95880], [-2.68020, -2.82489, 1.07693], [-1.68529, -2.21292, 0.87923], [-0.69366, -1.58804, 0.67270], [8.79258, 1.29317, -2.22609], [7.02122, 0.23800, -1.85344], [5.84168, 0.93857, -1.66952], [4.67250, 0.23302, -1.43074], [4.68545, -1.15222, -1.37469], [5.88054, -1.83978, -1.55710], [7.05686, -1.14903, -1.79760], [3.42843, -1.94377, -1.15009], [3.41411, -3.14721, -1.26919], [2.36870, -1.22324, -0.83139], [5.82325, 2.01897, -1.71062], [3.74214, 0.76372, -1.29219], [5.86868, -2.92068, -1.50736], [7.98857, -1.67987, -1.93788], [3.70726, -4.24906, 2.69633], [2.68175, -3.20189, 2.05045], [1.90092, -2.43899, 1.60780]]
}

***

No. 2
{
  "formula": "C63H56N10O21",
  "method": "ωB97M-V with the def2-TZVPD basis set",
  "lumo_energy_ha": -0.027,
  "homo_ev": -9.557,
  "fmax_ev_per_a": 3.7,
  "smiles": "O=[N+]([O-])c1ccccc1.O=[N+]([O-])c1ccccc1.O=[N+]([O-])c1ccccc1.O=[N+]([O-])c1ccccc1.O=[N+]([O-])c1ccccc1.O=[N+]([O-])c1ccccc1.O=[N+]([O-])c1ccccc1.O=[N+]([O-])c1ccccc1.O=[N+]([O-])c1ccccc1.O=[N+]([O-])c1ccccc1.CC(C)=O",
  "orbital_gap_ev": 8.813,
  "elements": ["O", "N", "O", "C", "C", "C", "C", "C", "C", "H", "H", "H", "H", "H", "O", "N", "O", "C", "C", "C", "C", "C", "C", "H", "H", "H", "H", "H", "O", "N", "O", "C", "C", "C", "C", "C", "C", "H", "H", "H", "H", "H", "O", "N", "O", "C", "C", "C", "C", "C", "C", "H", "H", "H", "H", "H", "O", "N", "O", "C", "C", "C", "C", "C", "C", "H", "H", "H", "H", "H", "O", "N", "O", "C", "C", "C", "C", "C", "C", "H", "H", "H", "H", "H", "O", "N", "O", "C", "C", "C", "C", "C", "C", "H", "H", "H", "H", "H", "O", "N", "O", "C", "C", "C", "C", "C", "C", "H", "H", "H", "H", "H", "O", "N", "O", "C", "C", "C", "C", "C", "C", "H", "H", "H", "H", "H", "O", "N", "O", "C", "C", "C", "C", "C", "C", "H", "H", "H", "H", "H", "C", "C", "C", "O", "H", "H", "H", "H", "H", "H"],
  "xyz": [[-0.67154, -22.46840, -13.28120], [-1.54187, -22.81664, -12.50824], [-2.35533, -23.67864, -12.77262], [-1.60142, -22.10717, -11.16776], [-2.64327, -22.48604, -10.34134], [-2.81087, -21.79481, -9.12856], [-1.71670, -21.04258, -8.63276], [-0.65169, -20.75098, -9.40392], [-0.61239, -21.24783, -10.70872], [-3.44562, -23.15513, -10.61512], [-3.62300, -22.00365, -8.44794], [-1.85777, -20.54232, -7.68606], [0.13801, -20.10206, -9.05510], [0.17118, -20.91189, -11.37172], [-4.71628, -23.03728, -2.21677], [-4.14184, -23.66089, -3.08460], [-3.05037, -23.24852, -3.51742], [-4.80568, -24.85136, -3.63629], [-4.30341, -25.52674, -4.78895], [-4.91560, -26.68566, -5.24666], [-5.97914, -27.24523, -4.50443], [-6.45764, -26.62714, -3.35559], [-5.85516, -25.48037, -2.88235], [-3.47233, -25.17358, -5.38139], [-4.65102, -27.08572, -6.21431], [-6.31795, -28.17502, -4.93696], [-7.33560, -27.07245, -2.91140], [-6.16465, -24.99990, -1.96596], [5.83888, -21.18218, -3.04173], [5.26464, -20.94787, -4.10767], [4.05389, -20.70325, -4.10338], [6.00041, -20.89613, -5.37174], [7.35821, -21.03963, -5.39414], [8.08769, -20.88999, -6.59192], [7.39658, -20.58684, -7.74102], [6.02618, -20.39238, -7.79612], [5.32961, -20.57234, -6.57789], [7.97861, -21.28216, -4.54403], [9.16045, -21.01365, -6.60855], [7.87793, -20.49314, -8.70327], [5.63112, -20.25103, -8.79129], [4.26819, -20.37528, -6.60832], [-1.25446, -27.30679, -9.93209], [-1.14505, -28.39571, -10.46911], [-1.88614, -29.27645, -10.20368], [0.00061, -28.69906, -11.35065], [0.99280, -27.72602, -11.56155], [2.06410, -28.02357, -12.36852], [2.20933, -29.26437, -12.98244], [1.19333, -30.22563, -12.80808], [0.15754, -29.95879, -11.91588], [1.04623, -26.73777, -11.12921], [2.81304, -27.24549, -12.37751], [3.05070, -29.48501, -13.62260], [1.35043, -31.17611, -13.29623], [-0.62897, -30.67436, -11.72679], [-6.49967, -15.33819, -11.78092], [-6.23133, -16.51050, -11.55234], [-5.57443, -16.88113, -10.57642], [-6.75452, -17.52079, -12.46212], [-7.75602, -17.29815, -13.49047], [-8.23697, -18.33394, -14.22394], [-7.64834, -19.60349, -14.10251], [-6.65763, -19.82908, -13.16588], [-6.26183, -18.81754, -12.28818], [-8.19635, -16.31201, -13.48532], [-9.07742, -18.19956, -14.88876], [-7.88348, -20.35102, -14.84568], [-6.26911, -20.83644, -13.13957], [-5.53102, -19.11051, -11.54893], [-9.67219, -26.26573, -9.02249], [-9.25178, -25.15987, -9.28918], [-8.10738, -24.81420, -9.42707], [-10.28480, -24.10682, -9.45970], [-10.06521, -22.99463, -10.21857], [-11.07897, -22.10093, -10.47019], [-12.35673, -22.29544, -9.89345], [-12.55389, -23.30412, -9.00000], [-11.52729, -24.26865, -8.80540], [-9.09028, -22.84851, -10.65963], [-10.89915, -21.23120, -11.08470], [-13.19048, -21.62586, -10.04487], [-13.50044, -23.35014, -8.48199], [-11.64556, -25.08437, -8.10754], [1.54001, -20.46400, -19.48242], [0.61108, -20.17218, -20.20816], [0.76934, -19.89412, -21.39815], [-0.71686, -19.98984, -19.62090], [-1.72987, -19.28949, -20.31507], [-2.96784, -19.09369, -19.74866], [-3.22385, -19.60792, -18.47832], [-2.22704, -20.24936, -17.74697], [-0.97475, -20.52835, -18.36035], [-1.44819, -18.96896, -21.30720], [-3.78369, -18.59486, -20.25061], [-4.19824, -19.41187, -18.05579], [-2.40927, -20.55797, -16.72818], [-0.22904, -21.05659, -17.78477], [-8.41419, -20.86571, -6.56070], [-9.25504, -20.20016, -6.05748], [-9.40614, -19.02587, -6.41008], [-10.11258, -20.69953, -5.01161], [-9.88950, -21.99126, -4.50323], [-10.63244, -22.39849, -3.42382], [-11.59894, -21.60362, -2.83114], [-11.80838, -20.32783, -3.29150], [-11.03642, -19.81856, -4.38436], [-9.04383, -22.54089, -4.88943], [-10.37819, -23.37964, -3.05089], [-12.18536, -21.96951, -2.00131], [-12.56577, -19.72196, -2.81642], [-11.06665, -18.77687, -4.66790], [4.34751, -21.04436, -14.85400], [4.74739, -22.20868, -14.80374], [4.40900, -23.00149, -13.95324], [5.68105, -22.70569, -15.83799], [6.23085, -24.05005, -15.78891], [7.17026, -24.36598, -16.72881], [7.54542, -23.53287, -17.77828], [6.95658, -22.29645, -17.90813], [5.95844, -21.90265, -16.95963], [5.94686, -24.80482, -15.07053], [7.65459, -25.32119, -16.58950], [8.30067, -23.91877, -18.44690], [7.16416, -21.66996, -18.76301], [5.60361, -20.88372, -17.00755], [0.36042, -16.37725, -5.03994], [-0.78504, -16.54158, -5.55396], [-0.95855, -16.30997, -6.75940], [-1.89115, -16.99928, -4.72663], [-1.69575, -17.70914, -3.54633], [-2.73121, -18.19830, -2.81662], [-4.05224, -18.02774, -3.28466], [-4.27440, -17.21539, -4.40801], [-3.18913, -16.74353, -5.17358], [-0.68141, -17.96801, -3.28078], [-2.56374, -18.70589, -1.87816], [-4.92519, -18.38594, -2.75924], [-5.24330, -17.02367, -4.84494], [-3.29987, -16.17674, -6.08620], [-4.24266, -29.67218, -14.99279], [-5.66984, -29.14049, -14.74147], [-5.83563, -28.51871, -13.36669], [-6.48007, -29.08840, -15.64176], [-4.29936, -30.76070, -14.99553], [-3.39727, -29.31572, -14.40427], [-3.96812, -29.47450, -16.02896], [-5.91459, -29.28350, -12.59406], [-6.75178, -27.93801, -13.25918], [-4.96575, -27.87786, -13.22277]]
}